The following is a DFT calculation (wB97M-V/def2-TZVPD) of a cluster of 2 separate species, C2Cl2F3NO in total.

Structure (XYZ):
```
9
Properties=species:S:1:pos:R:3:forces:R:3:mulliken_charge:R:1
C -0.3358 -0.4870 0.2545 -2.7 -0.2 -2.0 0.23
C 1.0455 -0.0526 0.2258 3.1 -0.4 0.6 0.60
N -1.2182 0.9478 -0.9522 1.5 -1.8 0.6 0.24
O -2.0782 1.3074 -0.3273 -1.2 0.9 0.2 -0.15
F -0.6007 -1.7298 -0.3245 0.9 1.5 0.5 -0.26
F 1.5550 -0.0306 -1.0137 -0.5 -0.2 -0.4 -0.21
F 1.8930 -0.8924 0.9187 -0.5 -0.1 -0.1 -0.24
Cl -1.2327 -0.2759 1.6583 0.0 -0.1 0.6 -0.09
Cl 1.3173 1.5325 0.9233 -0.4 0.5 0.1 -0.12
```
Forces are in eV/Å.

Computed properties:
HOMO	-9.36	eV
LUMO energy	-0.9	eV
gap between HOMO and LUMO	0.3113	Ha

=====

The following is a DFT calculation (wB97M-V/def2-TZVPD) of the ion C2Cl2NS2 with charge +1.

Structure (XYZ):
```
7
Properties=species:S:1:pos:R:3:forces:R:3:mulliken_charge:R:1
C -0.1662 -0.0544 0.6200 1.1 -2.2 -2.3 0.18
C 0.6210 -1.5176 0.2905 -1.9 4.3 0.7 0.45
N -0.4906 0.8976 -0.0156 0.8 -2.5 2.0 -0.03
S -2.5103 2.2993 -1.4564 0.9 0.1 0.2 0.04
S -0.6439 2.2319 -0.8845 -1.3 1.3 -1.0 0.31
Cl -0.3124 -2.8521 0.0531 0.5 -0.1 0.3 0.03
Cl 2.2422 -1.2469 0.5576 -0.1 -0.9 0.0 0.02
```
Forces are in eV/Å.

Computed properties:
HOMO (alpha / beta)	-13.39 / -13.77	eV
LUMO energy (alpha / beta)	-6.9 / -6.4	eV
net charge	+1
gap between HOMO and LUMO (alpha / beta)	0.2372 / 0.2696	Ha

=====

The following is a DFT calculation (wB97M-V/def2-TZVPD) of a cluster of 2 separate species, C2Cl4NO2 in total.

Structure (XYZ):
```
9
Properties=species:S:1:pos:R:3:forces:R:3:mulliken_charge:R:1
C -1.3911 0.3899 0.9918 -0.6 0.9 -2.9 0.69
C 1.0909 -0.8620 -0.6420 -1.2 1.6 -0.4 0.26
N -0.0429 0.7832 0.6440 3.0 -2.0 1.0 -0.20
O -2.0291 1.4482 1.0666 -1.6 -0.2 1.4 -0.69
O -1.6401 -0.8157 0.9545 0.1 0.1 0.9 -0.65
Cl -0.1065 -0.7424 -1.9183 0.2 -0.6 0.2 -0.12
Cl 2.5399 -0.0590 -1.1353 0.3 -0.1 0.3 -0.13
Cl 1.2946 -2.3583 0.1369 -0.1 -0.1 0.1 -0.11
Cl 0.2843 2.2162 -0.0982 -0.2 0.4 -0.6 -0.06
```
Forces are in eV/Å.

Computed properties:
HOMO (alpha / beta)	-4.38 / -4.91	eV
LUMO energy (alpha / beta)	3.0 / 2.8	eV
net charge	-1
gap between HOMO and LUMO (alpha / beta)	0.2723 / 0.2821	Ha

=====

The following is a DFT calculation (wB97M-V/def2-TZVPD) of a cluster of 3 separate species, C2Cl4NO3 in total.

Structure (XYZ):
```
10
Properties=species:S:1:pos:R:3:forces:R:3:mulliken_spin:R:1
C 3.1143 1.1525 -0.4648 0.0 -0.6 -1.4 0.00
C -2.1754 -1.0769 0.2841 0.4 1.0 0.9 0.31
N -0.8552 -1.3143 0.3013 -4.9 -4.3 0.1 0.17
O 3.1772 2.0425 0.2202 0.3 2.9 2.8 0.00
O 3.1386 0.3323 -1.2571 -0.2 -2.2 -1.4 0.00
O 0.1138 -0.6857 0.0569 2.6 0.1 -1.4 0.63
Cl -3.1846 -2.5097 0.5211 0.9 1.0 0.0 0.05
Cl -3.0367 0.4083 0.1657 0.5 -1.1 -0.7 0.13
Cl -4.8696 2.4884 -0.9285 0.1 -0.1 0.1 0.03
Cl 0.2257 1.2405 0.4728 0.2 3.2 0.9 0.69
```
Forces are in eV/Å.

Computed properties:
HOMO (alpha / beta)	-4.41 / -4.32	eV
LUMO energy (alpha / beta)	2.7 / -0.4	eV
net charge	-1
multiplicity	3
gap between HOMO and LUMO (alpha / beta)	0.2602 / 0.1437	Ha

=====

The following is a DFT calculation (wB97M-V/def2-TZVPD) of a cluster of 2 separate species, C2Cl4O2S in total.

Structure (XYZ):
```
9
Properties=species:S:1:pos:R:3:forces:R:3:mulliken_charge:R:1
C 0.9496 -0.4820 -0.0165 -3.8 -1.0 1.4 0.48
C 1.9814 0.3688 -0.3435 1.6 1.9 -0.3 0.29
O -0.1721 -0.1122 0.4196 3.5 -0.9 -0.7 -0.45
O -3.2241 -0.3052 1.0836 -1.0 -1.4 1.6 -0.38
S -2.5128 0.5543 0.1994 0.1 1.7 -1.5 0.57
Cl 1.2815 -2.2048 -0.1544 -0.1 0.2 0.0 -0.16
Cl 3.5972 -0.1178 -0.5410 -0.4 0.1 -0.1 -0.09
Cl 1.6822 2.0557 -0.3732 0.1 -0.6 0.0 -0.08
Cl -2.7295 -0.1835 -1.6931 0.0 0.0 -0.4 -0.17
```
Forces are in eV/Å.

Computed properties:
HOMO (alpha / beta)	-9.86 / -8.30	eV
LUMO energy (alpha / beta)	-0.7 / -2.8	eV
gap between HOMO and LUMO (alpha / beta)	0.3367 / 0.2032	Ha

=====

The following is a DFT calculation (wB97M-V/def2-TZVPD) of a cluster of 2 separate species, C2Cl4Si in total.

Structure (XYZ):
```
7
Properties=species:S:1:pos:R:3:forces:R:3:mulliken_charge:R:1
C -0.4039 -0.0369 0.9356 0.2 -0.8 -3.3 -0.40
C -0.2525 0.6796 1.8931 0.0 0.6 1.4 0.02
Si 0.0623 -0.6197 -2.2991 -0.2 0.2 2.0 0.83
Cl -0.1662 1.4170 3.3852 0.0 -0.1 -0.4 -0.17
Cl -1.6645 -0.3278 -3.2392 0.0 0.1 0.2 -0.10
Cl 0.6486 -2.5192 -2.2528 0.0 0.0 0.1 -0.10
Cl 1.5004 0.6786 -2.7431 -0.1 0.0 0.1 -0.09
```
Forces are in eV/Å.

Computed properties:
HOMO (alpha / beta)	-8.64 / -8.65	eV
LUMO energy (alpha / beta)	-2.5 / -2.5	eV
gap between HOMO and LUMO (alpha / beta)	0.2275 / 0.2276	Ha

=====

The following is a DFT calculation (wB97M-V/def2-TZVPD) of a structure of composition C2ClI3O.

Structure (XYZ):
```
7
Properties=species:S:1:pos:R:3:forces:R:3:mulliken_charge:R:1
C 0.8169 0.3148 0.2970 5.4 -8.5 0.1 0.49
C -0.4812 -0.1356 -0.1039 -1.7 0.2 0.4 -0.83
O 1.8720 -1.0618 0.3914 -4.6 7.7 -0.1 -0.49
Cl 1.3123 1.8305 0.2621 0.9 1.6 0.5 0.01
I -2.1418 0.6995 1.0797 0.5 0.5 -0.1 0.24
I -0.6620 0.5343 -2.1262 -0.2 -0.2 -0.4 0.27
I -0.7162 -2.1819 0.1998 -0.3 -1.2 -0.4 0.30
```
Forces are in eV/Å.

Computed properties:
HOMO (alpha / beta)	-8.87 / -8.84	eV
LUMO energy (alpha / beta)	-2.3 / -2.3	eV
gap between HOMO and LUMO (alpha / beta)	0.2423 / 0.2413	Ha

=====

The following is a DFT calculation (wB97M-V/def2-TZVPD) of the molecule C2F2.

Structure (XYZ):
```
4
Properties=species:S:1:pos:R:3:forces:R:3:mulliken_charge:R:1
F -1.1014 0.3862 -1.4359 -1.3 0.5 -1.4 -0.16
C -0.3308 -0.1381 -0.6011 3.8 0.2 7.2 0.18
C 0.1943 -0.0234 0.5968 -0.9 -0.8 -4.6 0.14
F 1.1875 -0.2818 1.4403 -1.6 0.1 -1.2 -0.16
```
Forces are in eV/Å.

Computed properties:
HOMO	-10.13	eV
LUMO energy	-0.1	eV
structure (SMILES)	FC#CF
gap between HOMO and LUMO	0.3697	Ha

=====

In the order shown, the computed F_max values come out to 3.42, 4.77, 3.74, 6.50, 4.21, 3.42, 10.08, 8.18 eV/Å.